[1]
Formula: C2H10N4
Source: the Open Molecules 2025 dataset
Level of theory: ωB97M-V with the def2-TZVPD basis set

The geometry in XYZ format:
```
16
Properties=species:S:1:pos:R:3
C 0.228 -1.422 1.315
C 1.069 -0.256 1.061
N 0.770 1.172 -2.120
N -1.599 0.304 0.278
N -0.385 0.635 -1.532
N -0.532 0.890 -0.179
H 0.963 -2.193 1.798
H -0.566 -1.047 1.976
H -0.236 -1.855 0.447
H 0.987 0.338 1.877
H 2.033 -0.256 0.567
H 0.605 2.188 -2.383
H 1.534 1.140 -1.459
H -2.092 -0.312 -0.467
H -2.236 0.987 0.706
H -0.542 -0.313 -1.886
```

Its total energy is -301.0032 Eh. For the energy above the lowest of the compared OMol25 structures with the same formula, charge and spin, the calculation gives 6.120 eV. Its spin multiplicity is 1. The value obtained for the LUMO energy (alpha / beta) is 1.12 / 1.10 eV. The total charge is 0.

***

[2]
Formula: C16H26F4GeN2Pt
Source: the Open Molecules 2025 dataset
Level of theory: ωB97M-V with the def2-TZVPD basis set

The geometry in XYZ format:
```
50
Properties=species:S:1:pos:R:3
Pt -0.154 0.863 -0.034
C -1.931 -0.190 -1.920
C -2.744 -0.547 -0.676
N -2.367 0.288 0.475
C -3.086 1.564 0.550
C -4.584 1.473 0.865
C -2.290 -0.449 1.742
C -1.221 0.098 2.706
N 0.024 0.151 2.009
C 1.232 0.026 2.548
C 2.334 -0.258 1.690
F 2.038 -0.516 0.393
C 3.637 -0.284 2.146
F 4.619 -0.511 1.293
C 3.920 -0.034 3.492
C 2.863 0.211 4.365
F 3.108 0.461 5.635
C 1.544 0.225 3.926
F 0.554 0.538 4.758
H -2.136 -0.918 -2.702
H -0.833 -0.261 -1.720
H -2.179 0.798 -2.313
H -2.563 -1.598 -0.436
H -3.809 -0.434 -0.900
H -2.973 2.068 -0.414
H -2.609 2.175 1.321
H -5.140 1.031 0.044
H -4.969 2.479 1.020
H -4.782 0.904 1.770
H -2.022 -1.488 1.528
H -3.256 -0.454 2.260
H -1.166 -0.566 3.577
H -1.491 1.097 3.074
H 4.940 -0.041 3.854
C -0.926 4.577 -1.856
Ge 0.266 4.242 -0.300
C -0.642 4.501 1.463
C 1.926 5.380 -0.143
C 1.034 2.390 -0.727
H -1.031 5.654 -1.976
H -1.921 4.160 -1.711
H -0.493 4.172 -2.768
H -0.522 5.544 1.744
H -0.170 3.892 2.229
H -1.707 4.291 1.416
H 1.559 6.402 -0.133
H 2.591 5.228 -0.984
H 2.440 5.178 0.791
H 2.014 2.268 -0.258
H 1.093 2.314 -1.816
```

Its total energy is -3329.6280 Eh. Its spin multiplicity is 5. The value obtained for the LUMO energy (alpha / beta) is -6.94 / -11.44 eV. The total charge is +2. Its expectation value of S² is 6.042.

***

[3]
Formula: H28O14
Source: the Open Molecules 2025 dataset
Level of theory: ωB97M-V with the def2-TZVPD basis set

The geometry in XYZ format:
```
42
Properties=species:S:1:pos:R:3
O 11.305 -7.280 -6.874
H 11.820 -7.087 -6.105
H 11.084 -8.175 -6.796
O 14.027 -2.820 -4.741
H 14.929 -2.808 -4.454
H 13.628 -2.734 -3.852
O 13.361 -4.887 -10.255
H 13.312 -4.962 -9.341
H 13.160 -3.974 -10.339
O 12.582 -7.438 -9.404
H 12.114 -8.288 -9.429
H 12.013 -7.049 -8.714
O 10.955 -5.187 -8.390
H 10.705 -5.921 -7.814
H 10.843 -4.407 -7.820
O 14.942 -2.658 -7.425
H 14.924 -2.721 -6.479
H 15.853 -2.730 -7.705
O 9.226 -5.140 -6.227
H 8.783 -4.412 -5.805
H 10.055 -5.142 -5.791
O 13.661 -5.100 -7.243
H 12.842 -4.861 -6.781
H 14.168 -4.334 -7.286
O 17.044 -4.159 -5.784
H 17.475 -3.310 -5.614
H 17.085 -4.269 -6.738
O 11.671 -2.553 -6.948
H 10.962 -2.126 -7.440
H 11.846 -1.928 -6.248
O 15.775 -6.811 -8.058
H 15.607 -7.673 -7.787
H 14.893 -6.469 -8.152
O 11.759 -4.687 -5.274
H 11.813 -3.838 -5.681
H 11.368 -4.599 -4.380
O 14.774 -5.840 -4.764
H 14.224 -5.700 -5.483
H 15.347 -5.103 -4.699
O 17.085 -4.487 -8.413
H 17.805 -4.358 -9.150
H 16.628 -5.302 -8.530
```

Its total energy is -1070.1080 Eh. For the energy above the lowest of the compared OMol25 structures with the same formula, charge and spin, the calculation gives 2.531 eV. Its spin multiplicity is 1. The value obtained for the LUMO energy is -0.44 eV. The total charge is 0.

***

[4]
Formula: C36H37BrINO8
Source: the Open Molecules 2025 dataset
Level of theory: ωB97M-V with the def2-TZVPD basis set

The geometry in XYZ format:
```
84
Properties=species:S:1:pos:R:3
C -1.356 5.050 5.541
C -0.235 4.324 6.299
C -0.735 3.026 6.905
O 0.336 2.247 7.411
C 0.248 0.873 7.082
C 0.580 0.644 5.622
C 1.800 1.170 5.210
C 2.236 1.119 3.900
C 3.532 1.794 3.542
C 3.302 3.225 3.126
O 2.277 3.688 2.748
I 5.059 4.474 3.188
C 1.400 0.511 2.958
C 0.182 -0.051 3.361
C -0.254 0.014 4.700
C -1.617 -0.508 5.078
C -2.746 0.371 4.535
C -4.115 -0.095 5.020
Br -4.801 1.041 6.453
C -0.642 -0.710 2.294
O -1.290 -1.717 2.477
C -0.608 -0.032 0.970
C -1.706 -0.016 0.126
C -1.627 0.652 -1.082
C -0.444 1.277 -1.476
C -0.363 1.997 -2.767
C -1.404 2.810 -3.215
C -1.262 3.486 -4.421
N -0.177 3.402 -5.196
C 0.811 2.616 -4.772
C 0.771 1.902 -3.581
C 0.669 1.216 -0.645
C 0.577 0.578 0.581
C 1.743 0.503 1.501
O 2.876 0.455 1.077
H -1.420 6.100 5.821
H -2.332 4.609 5.751
H -1.198 5.010 4.465
H 0.583 4.080 5.621
H 0.162 4.958 7.090
H -1.288 2.469 6.140
H -1.442 3.234 7.715
H 1.001 0.383 7.698
H -0.734 0.487 7.350
H 2.411 1.670 5.952
H 4.231 1.771 4.376
H 4.022 1.324 2.691
H -1.726 -0.541 6.159
H -1.740 -1.524 4.713
H -2.747 0.383 3.444
H -2.585 1.403 4.846
H -4.085 -1.100 5.425
H -4.867 -0.035 4.242
H -2.607 -0.534 0.426
H -2.479 0.669 -1.748
H -2.303 2.935 -2.627
H -2.062 4.127 -4.769
H 1.677 2.541 -5.418
H 1.604 1.269 -3.302
H 1.604 1.675 -0.934
O -1.613 -1.171 -5.203
C -0.559 -1.679 -4.950
C -0.064 -2.182 -3.609
C 1.442 -2.324 -3.827
C 1.506 -2.605 -5.325
O 0.387 -1.893 -5.891
H -0.543 -3.143 -3.411
H -0.327 -1.480 -2.821
H 1.911 -3.101 -3.228
H 1.940 -1.378 -3.606
H 1.386 -3.664 -5.556
H 2.413 -2.239 -5.799
O 2.277 -6.432 -6.556
C 1.463 -6.190 -7.396
C 1.277 -6.844 -8.753
C 0.393 -5.843 -9.497
C -0.375 -5.191 -8.351
O 0.528 -5.225 -7.232
H 0.778 -7.803 -8.597
H 2.241 -7.020 -9.219
H -0.260 -6.288 -10.244
H 1.017 -5.098 -9.992
H -1.272 -5.751 -8.081
H -0.645 -4.155 -8.535
```

Its total energy is -4922.4481 Eh. Its spin multiplicity is 1. The value obtained for the LUMO energy is -1.10 eV. The total charge is 0. As for the structure (SMILES): CCCOCc1cc(CC(=O)I)c2c(c1CCCBr)C(=O)c1ccc(-c3ccncc3)cc1C2=O.O=C1CCCO1.O=C1CCCO1.

***

[5]
Formula: C23H47NO4S
Source: the Open Molecules 2025 dataset
Level of theory: ωB97M-V with the def2-TZVPD basis set

The geometry in XYZ format:
```
76
Properties=species:S:1:pos:R:3
C -5.939 4.270 0.374
C -6.466 3.595 -0.911
C -5.332 3.102 -1.832
C -5.012 4.100 -2.948
C -3.955 3.642 -3.993
C -3.124 2.445 -3.556
C -1.964 2.115 -4.506
C -1.630 0.611 -4.439
C -1.199 0.154 -3.062
C -1.363 -1.355 -2.880
C -0.914 -1.872 -1.513
C -1.451 -1.080 -0.310
C -0.490 0.029 0.160
C -0.627 0.302 1.663
S 0.395 1.714 2.094
O 1.623 1.638 1.300
O -0.331 2.932 1.804
O 0.645 1.587 3.501
H -6.392 3.864 1.275
H -4.860 4.200 0.490
H -6.172 5.333 0.346
H -7.068 4.337 -1.432
H -7.108 2.756 -0.661
H -4.452 3.023 -1.197
H -5.534 2.096 -2.194
H -5.957 4.351 -3.430
H -4.664 5.004 -2.448
H -4.464 3.371 -4.917
H -3.325 4.508 -4.180
H -3.758 1.561 -3.502
H -2.696 2.619 -2.574
H -1.061 2.650 -4.210
H -2.172 2.399 -5.537
H -0.826 0.429 -5.155
H -2.513 0.080 -4.798
H -1.743 0.639 -2.256
H -0.142 0.375 -2.901
H -2.386 -1.652 -3.115
H -0.741 -1.851 -3.631
H -1.232 -2.908 -1.396
H 0.177 -1.858 -1.490
H -2.394 -0.585 -0.548
H -1.638 -1.747 0.530
H 0.541 -0.262 -0.015
H -0.695 0.961 -0.360
H -0.232 -0.560 2.195
H -1.652 0.512 1.949
C 5.870 -1.112 2.387
C 4.395 -1.171 2.862
C 4.313 -1.810 4.252
C 4.544 -3.324 4.256
C 3.627 -4.035 3.254
C 3.713 -3.469 1.831
N 3.548 -1.963 1.888
O 2.375 -1.654 1.973
C 5.058 -3.861 1.187
C 2.651 -4.108 0.939
C 3.919 0.268 2.915
H 5.946 -1.156 1.300
H 6.326 -0.174 2.691
H 6.489 -1.904 2.808
H 3.326 -1.606 4.680
H 5.037 -1.315 4.896
H 5.590 -3.553 4.040
H 4.351 -3.712 5.257
H 3.868 -5.097 3.217
H 2.594 -3.964 3.611
H 5.188 -3.372 0.221
H 5.082 -4.935 1.018
H 5.923 -3.633 1.803
H 1.644 -3.998 1.341
H 2.847 -5.173 0.852
H 2.668 -3.678 -0.064
H 3.931 0.724 1.925
H 4.560 0.856 3.568
H 2.905 0.352 3.308
```

Its total energy is -1658.2858 Eh. Its spin multiplicity is 1. The value obtained for the LUMO energy is -4.09 eV. The total charge is 0.

***

[6]
Formula: CH2Cl5Hg
Source: the Open Molecules 2025 dataset
Level of theory: ωB97M-V with the def2-TZVPD basis set

The geometry in XYZ format:
```
9
Properties=species:S:1:pos:R:3
Hg 2.071 0.057 0.935
Cl 0.914 -1.527 2.665
Cl 2.944 -0.780 -1.352
Cl 2.321 2.053 2.467
C -1.793 0.112 -1.038
Cl -1.580 -1.642 -1.154
Cl -0.560 0.807 0.081
H -1.538 0.615 -1.961
H -2.781 0.306 -0.642
```

Its total energy is -2493.8465 Eh. For the energy above the lowest of the compared OMol25 structures with the same formula, charge and spin, the calculation gives 0.000 eV. Its spin multiplicity is 1. The value obtained for the LUMO energy is 2.77 eV. The total charge is -1.

***

[7]
Formula: C37H39BrClFeGeNO5S
Source: the Open Molecules 2025 dataset
Level of theory: ωB97M-V with the def2-TZVPD basis set

The geometry in XYZ format:
```
87
Properties=species:S:1:pos:R:3
Fe 0.026 -1.441 -0.055
C -7.438 -1.896 -0.484
C -6.947 -0.451 -0.393
C -7.620 0.208 0.818
C -7.383 0.281 -1.671
C -5.430 -0.371 -0.241
C -4.614 -1.485 -0.184
C -3.249 -1.320 -0.029
Br -2.169 -2.907 0.029
C -2.589 -0.088 0.086
O -1.309 0.026 0.258
C -3.438 1.059 -0.004
C -4.801 0.879 -0.156
C -2.800 2.451 0.038
C -1.833 2.594 -1.147
C -3.838 3.573 -0.066
C -2.033 2.656 1.355
H -8.525 -1.908 -0.601
H -7.192 -2.460 0.418
H -7.003 -2.413 -1.341
H -8.709 0.154 0.730
H -7.340 1.259 0.903
H -7.322 -0.292 1.742
H -8.469 0.231 -1.789
H -6.917 -0.171 -2.549
H -7.095 1.333 -1.645
H -5.014 -2.487 -0.256
H -5.428 1.757 -0.211
H -2.382 2.565 -2.091
H -1.096 1.793 -1.153
H -1.310 3.554 -1.084
H -4.404 3.520 -0.999
H -3.320 4.535 -0.047
H -4.542 3.557 0.770
H -1.159 2.012 1.399
H -2.669 2.432 2.215
H -1.705 3.697 1.435
Cl 0.636 0.807 5.041
C 0.884 -0.600 4.023
C 1.505 -1.741 4.576
C 1.585 -2.856 3.697
C 1.165 -2.762 2.409
N 0.638 -1.603 1.857
C 0.452 -0.544 2.737
H 1.834 -1.769 5.603
H 1.997 -3.798 4.037
H 1.260 -3.606 1.738
H -0.062 0.322 2.349
C 4.869 -3.825 1.802
C 4.343 -4.107 0.548
C 3.853 -3.086 -0.254
C 3.884 -1.763 0.190
C 4.413 -1.492 1.452
C 4.898 -2.516 2.255
Ge 3.416 -0.230 -0.912
C 3.591 1.406 0.119
C 2.799 1.587 1.254
C 2.888 2.751 2.004
C 3.773 3.751 1.624
C 4.570 3.582 0.501
C 4.480 2.414 -0.247
C 4.472 -0.174 -2.539
C 5.492 -1.094 -2.762
C 6.268 -1.024 -3.913
C 6.032 -0.029 -4.849
C 5.016 0.894 -4.636
C 4.242 0.820 -3.489
H 5.242 -4.626 2.428
H 4.307 -5.130 0.192
H 3.429 -3.318 -1.221
H 4.434 -0.477 1.829
H 5.284 -2.287 3.241
H 2.109 0.809 1.572
H 2.265 2.867 2.882
H 3.844 4.663 2.205
H 5.264 4.359 0.204
H 5.111 2.293 -1.120
H 5.686 -1.875 -2.036
H 7.055 -1.750 -4.078
H 6.634 0.025 -5.748
H 4.819 1.664 -5.371
H 3.431 1.525 -3.347
O 1.635 -0.025 -1.392
S 0.971 -1.023 -2.484
O 1.547 -0.763 -3.766
O 1.248 -2.356 -1.894
O -0.438 -0.724 -2.312
```

Its total energy is -8637.4546 Eh. Its spin multiplicity is 6. The value obtained for the LUMO energy (alpha / beta) is 2.51 / 2.50 eV. The total charge is -1. Its expectation value of S² is 8.774.